Entry from the Open Molecules 2025 dataset: a molecular structure, C8H8N5O (wB97M-V/def2-TZVPD).

Cartesian coordinates (Å):
C1 0.25 0.08 -3.50
C2 1.20 -0.77 -2.81
C3 -0.68 0.80 -2.85
C4 1.08 -1.04 -1.47
C5 -0.83 0.57 -1.45
C6 0.04 -0.38 -0.84
C7 -1.62 0.70 2.08
C8 0.43 0.04 2.90
N1 -1.60 1.04 -0.45
N2 -1.22 0.56 0.70
N3 -0.48 0.88 2.91
N4 -0.24 -0.39 0.44
N5 1.43 -0.29 3.59
O1 0.39 -1.07 1.38
H1 0.29 0.27 -4.63
H2 1.87 -1.23 -3.48
H3 -1.32 1.55 -3.48
H4 1.85 -1.67 -1.06
H5 -2.26 -0.27 2.19
H6 -2.20 1.60 2.06
H7 1.52 -0.06 4.57
H8 2.09 -0.92 3.22

## Properties
* total charge: +1
* LUMO: -0.15127 hartree
* Kohn-Sham gap: 8.6 eV
* electronic energy: -17912.3616 eV
* strongest force on any atom: 0.08863 hartree/bohr
* HOMO energy: -12.7 eV

Entry from the Open Molecules 2025 dataset: a molecular structure, C8H8N6O4 (wB97M-V/def2-TZVPD).

Cartesian coordinates (Å):
N1 -1.81 -5.01 0.80
C1 -1.36 -3.94 0.93
C2 -0.81 -2.62 1.01
C3 0.56 -2.30 0.84
C4 1.01 -0.98 0.64
N2 2.29 -0.91 0.09
O1 3.17 -1.75 0.29
O2 2.55 0.11 -0.69
C5 0.15 0.28 0.65
C6 -1.23 -0.16 0.98
N3 -2.31 0.56 0.53
O3 -2.46 1.74 0.26
O4 -3.38 -0.36 0.33
N4 -2.98 -1.70 0.68
C7 -1.68 -1.50 1.01
H1 1.27 -3.13 0.70
H2 0.42 1.02 1.43
C8 1.17 3.17 -1.46
N5 0.22 2.37 -0.71
N6 0.31 0.97 -0.64
H3 1.46 3.99 -0.80
H4 2.06 2.57 -1.68
H5 0.82 3.61 -2.40
H6 -0.73 2.72 -0.61
H7 1.51 0.70 -0.78
H8 -0.20 0.54 -1.40

## Properties
* total charge: 0
* LUMO: -0.04405 hartree
* Kohn-Sham gap: 7.3 eV
* electronic energy: -25545.8937 eV
* strongest force on any atom: 0.07704 hartree/bohr
* HOMO energy: -8.5 eV